Computed, not measured: a single C6H9NS molecule in a non-equilibrium geometry, with the ωB97M-V functional and the def2-TZVPD basis.

Computed properties:
Orbital gap (spin up / spin down) (eV): 8.14 / 8.14
Energy relative to the best compared isomer or geometry (same formula, charge and spin) (kcal per mole): 73.23
Multiplicity: 1
Electronic energy (a.u.): -686.84612
Strongest force on any atom (hartree/bohr): 0.0248

Positions of all 17 atoms, in Å:
C 1.81 -0.29 0.01
C -2.25 -0.55 0.16
C 1.86 2.15 0.11
C -0.99 -0.15 0.12
C 3.02 -1.10 -0.37
C -3.42 0.36 -0.05
N 1.87 0.94 0.27
S 0.35 -1.27 0.30
H -2.47 -1.59 0.32
H 2.10 2.80 0.94
H -0.69 0.88 -0.04
H 3.83 -0.94 0.34
H 3.37 -0.84 -1.37
H 2.76 -2.16 -0.36
H -3.59 0.48 -1.12
H -3.24 1.35 0.37
H -4.32 -0.07 0.39